2 unconnected molecules or ions with the total composition C3H9ClN2O2P in a non-equilibrium geometry, computed with the ωB97M-V functional and the def2-TZVPD basis.

XYZ file:
```
18
Properties=species:S:1:pos:R:3:forces:R:3:lowdin_charge:R:1
C -0.706 -1.303 -0.681 1.6704 -0.3572 1.0578 -0.277
C 1.195 -0.541 0.662 -2.0825 -1.1765 -0.7877 -0.490
C 1.988 -0.004 -0.518 -0.4152 0.5259 0.5156 -0.574
N -1.484 2.313 0.910 0.3945 0.5221 -0.3241 -0.086
N -0.284 -0.561 0.511 0.9337 1.5699 -0.8520 -0.188
O -0.496 2.912 -1.434 -0.8962 -0.7733 -1.0754 -0.333
O 1.032 3.105 0.517 2.1450 -0.0139 1.8973 -0.307
P -0.132 2.514 -0.078 -2.3801 -0.1605 0.4604 0.377
Cl 3.666 0.309 0.169 -0.1831 0.1527 -0.6590 0.444
H -0.066 -2.240 -0.667 -0.5568 0.3913 -0.7177 0.064
H -1.730 -1.611 -0.624 -0.8110 -0.2220 0.3783 0.024
H -0.645 -0.785 -1.647 0.4893 -0.0260 -0.1552 0.046
H 1.373 0.118 1.500 0.4131 -0.1315 0.3538 0.066
H 1.567 -1.568 0.803 0.1252 -0.1624 0.5647 0.079
H 1.404 0.967 -0.655 1.5456 -1.0193 -0.9497 0.018
H 2.139 -0.707 -1.389 -0.4765 1.1335 0.8750 0.079
H -1.497 1.637 1.665 0.7420 -0.0616 -0.2550 0.037
H -2.207 2.051 0.271 -0.6574 -0.1911 -0.3270 0.020
```
Forces are in eV/Å.

Properties
- multiplicity = 1
- relative energy (zero: lowest compared OMol25 entry of this formula, charge and spin) (kcal/mol) = 46.59
- LUMO energy (spin up / spin down) (eV) = 3.5 / 3.5
- HOMO energy (spin up / spin down) (eV) = -3.0 / -3.0
- largest force on an atom (eV/A) = 2.86
- total charge = -1
- orbital gap (spin up / spin down) (eV) = 6.5579 / 6.5544

A molecular structure, C34H28N9O5STa, computed with the ωB97M-V functional and the def2-TZVPD basis.

XYZ file:
```
78
Properties=species:S:1:pos:R:3:forces:R:3:lowdin_charge:R:1
Ta 0.197 0.793 -1.316 -0.3869 0.2818 -0.7507 1.938
C -0.877 -2.319 -0.816 0.0172 0.0211 0.0065 0.005
O 0.239 -1.364 -0.763 0.0318 0.0627 0.1859 -0.261
C 1.261 -1.736 0.139 -0.0721 -0.1221 0.0424 -0.209
C 1.249 -2.877 0.919 -0.0521 0.0101 -0.0371 0.006
C 2.336 -3.108 1.751 0.0307 0.0374 -0.0073 -0.028
C 3.405 -2.221 1.795 -0.0322 -0.0277 0.0005 -0.035
C 3.405 -1.086 1.004 0.0114 0.0492 -0.0270 0.019
C 2.315 -0.846 0.179 0.0544 0.0388 0.0497 -0.187
N 2.163 0.267 -0.682 0.1115 -0.1796 -0.0942 -0.101
N 3.232 0.944 -0.893 -0.0227 0.0486 -0.0262 0.157
C 3.319 1.858 -1.861 0.0180 -0.0316 0.0357 -0.127
C 2.418 1.860 -2.964 0.0280 -0.0580 -0.0282 -0.255
O 1.320 1.135 -2.904 -0.3817 0.0401 0.3470 -0.164
C 2.737 2.542 -4.148 -0.0286 -0.0255 -0.0156 0.027
C 3.882 3.284 -4.199 0.0210 0.0056 0.0218 0.053
C 4.792 3.378 -3.107 -0.0211 -0.0062 -0.0071 -0.154
C 5.956 4.163 -3.202 -0.0020 -0.0017 -0.0021 0.001
C 6.832 4.226 -2.148 -0.0007 0.0022 -0.0053 -0.036
C 6.566 3.509 -0.975 0.0022 0.0045 -0.0069 -0.029
C 5.430 2.739 -0.857 -0.0073 0.0028 -0.0093 -0.007
C 4.530 2.657 -1.924 0.0108 -0.0099 0.0112 -0.092
H -0.469 -3.277 -1.127 0.0084 -0.0049 -0.0002 0.121
H -1.574 -1.949 -1.551 -0.0056 0.0034 -0.0139 0.069
H -1.337 -2.380 0.169 0.0024 0.0053 0.0238 0.092
H 0.432 -3.581 0.894 -0.0039 0.0071 0.0026 0.099
H 2.344 -3.998 2.366 0.0079 -0.0049 0.0089 0.124
H 4.244 -2.417 2.448 0.0008 -0.0092 0.0024 0.124
H 4.230 -0.389 1.013 0.0032 -0.0082 0.0074 0.119
H 2.061 2.466 -4.988 0.0058 0.0074 -0.0048 0.134
H 4.117 3.829 -5.106 0.0044 0.0001 -0.0001 0.138
H 6.150 4.711 -4.114 -0.0018 -0.0012 -0.0022 0.127
H 7.728 4.828 -2.221 0.0026 -0.0024 0.0086 0.121
H 7.261 3.563 -0.148 0.0031 0.0021 -0.0007 0.120
H 5.228 2.201 0.058 0.0008 -0.0021 0.0005 0.111
O 0.595 2.210 -0.178 0.3495 0.0229 0.3383 -0.726
S -0.133 3.706 0.359 -0.0051 0.1300 0.0631 0.976
N -1.431 3.575 0.956 -0.0053 -0.0162 0.0119 -0.314
C -3.597 -5.508 0.915 -0.0285 -0.0132 0.0013 -0.040
C -3.416 -4.427 1.944 -0.0018 0.0125 0.0074 -0.271
C -2.152 -4.076 2.410 0.0228 -0.0065 0.0167 -0.055
C -1.977 -3.091 3.373 -0.0270 0.0155 -0.0128 -0.018
C -3.083 -2.422 3.880 0.0486 -0.0198 -0.0197 -0.268
N -2.952 -1.420 4.884 -0.1020 0.0056 -0.0305 0.139
C -1.962 -0.484 4.989 0.0343 0.0308 0.1712 -0.520
O -1.605 0.005 6.032 -0.0142 -0.0332 -0.0665 0.117
N -1.327 -0.096 3.789 0.0757 0.0440 -0.0766 0.150
C -1.891 0.109 2.544 -0.0508 -0.0256 0.0017 -0.197
C -3.268 0.131 2.295 0.0185 0.0068 -0.0152 0.047
C -3.717 0.327 1.005 0.0116 -0.0022 0.0306 0.008
C -2.810 0.513 -0.021 -0.0459 0.0906 -0.0173 -0.113
N -1.495 0.532 0.212 0.1391 -0.0025 -0.1017 -0.091
C -1.050 0.336 1.463 -0.0068 -0.0212 0.0258 -0.083
C -4.353 -2.765 3.431 -0.0119 0.0125 0.0115 -0.019
C -4.515 -3.758 2.481 0.0240 -0.0021 -0.0088 -0.022
H -2.689 -6.095 0.791 0.0149 -0.0076 -0.0059 0.079
H -3.865 -5.086 -0.056 -0.0041 0.0040 -0.0123 0.084
H -4.400 -6.188 1.200 0.0083 0.0020 0.0010 0.090
H -1.290 -4.634 2.060 -0.0119 0.0089 -0.0039 0.105
H -0.989 -2.867 3.756 0.0086 -0.0063 0.0021 0.120
H -3.415 -1.584 5.767 0.0139 -0.0097 0.0020 0.169
H -0.476 0.408 3.993 -0.0140 0.0042 0.0026 0.159
H -3.966 0.021 3.111 -0.0133 -0.0152 0.0018 0.128
H -4.776 0.351 0.789 -0.0016 0.0027 0.0030 0.130
H -3.140 0.672 -1.036 0.0061 -0.0108 0.0160 0.106
H 0.024 0.373 1.622 -0.0112 -0.0212 0.0044 0.123
H -5.219 -2.261 3.845 0.0030 0.0015 -0.0017 0.125
H -5.513 -4.028 2.159 -0.0021 0.0010 0.0013 0.124
N -1.884 4.175 -3.317 0.0116 -0.0007 -0.0199 0.250
C -1.648 2.898 -3.062 0.0520 -0.0094 -0.1559 -0.419
O -0.772 2.582 -2.178 -0.2593 -0.0153 0.1479 -0.204
C -2.366 1.879 -3.788 0.0855 0.0790 0.1581 -0.142
C -3.316 2.146 -4.800 -0.0956 -0.0502 0.0570 -0.183
N -4.101 2.444 -5.585 0.0449 0.0277 -0.0413 0.201
C -1.931 0.692 -3.290 0.0623 -0.0115 -0.1749 -0.095
N -1.322 -0.041 -2.613 0.3259 -0.3236 -0.0487 0.057
H -1.357 4.893 -2.848 -0.0050 -0.0117 0.0188 0.138
H -2.570 4.447 -4.006 -0.0019 -0.0017 0.0018 0.135
```
Forces are in eV/Å.

Properties
- multiplicity = 1
- relative energy (zero: lowest compared OMol25 entry of this formula, charge and spin) (kcal/mol) = 9.63
- LUMO energy (eV) = -7.2
- HOMO energy (eV) = -13.3
- largest force on an atom (eV/A) = 0.89
- total charge = +2
- orbital gap (eV) = 6.0243